A:
{"formula": "C3H5NO2", "method": "wB97M-V/def2-TZVPD", "multiplicity": 1, "homo_lumo_gap_ev": 9.977, "symbols": ["H", "N", "C", "C", "O", "H", "H", "C", "O", "H", "H"], "xyz": [[2.32654, -0.84680, -0.98321], [1.32035, -1.00276, -1.07835], [0.78646, -1.08802, 0.06839], [-0.69511, -1.32958, 0.18074], [-1.51391, -0.83626, -0.55609], [1.32390, -1.02438, 1.02281], [-1.00179, -1.99955, 1.01129], [-0.61257, 2.02564, 0.07709], [0.24358, 1.71296, 0.87029], [-0.66941, 1.58408, -0.93558], [-1.39610, 2.76696, 0.33722]]}

=====

B:
{"formula": "C3H5NO2", "method": "wB97M-V/def2-TZVPD", "multiplicity": 1, "homo_lumo_gap_ev": 10.269, "symbols": ["C", "N", "C", "O", "C", "O", "H", "H", "H", "H", "H"], "xyz": [[-0.75037, -0.25970, -0.63688], [-1.05138, 1.01711, -0.05837], [-0.02998, 1.45208, 0.55128], [1.11734, 0.74086, 0.59678], [0.95393, -0.60984, 0.18315], [0.78614, -1.51853, 1.08813], [-1.61321, -0.94344, -0.56128], [-0.21468, -1.15966, 0.24484], [-0.47042, -0.21087, -1.69351], [0.01745, 2.40657, 1.06834], [1.62263, -0.77314, -0.67521]]}

=====

C:
{"formula": "C3H5NO2", "method": "wB97M-V/def2-TZVPD", "multiplicity": 1, "homo_lumo_gap_ev": 8.897, "symbols": ["O", "C", "C", "O", "C", "N", "H", "H", "H", "H", "H"], "xyz": [[-0.22371, -1.30914, 1.29838], [-0.24394, -0.92872, 0.05720], [-1.27925, 0.14837, -0.63749], [-0.11745, 1.04969, -0.93830], [0.60688, 0.29580, -0.14420], [1.51160, 0.59147, 0.73259], [1.35321, -0.19638, 1.43852], [-0.06798, -1.69489, -0.73300], [-1.79167, -0.10016, -1.56578], [-1.91325, 0.66047, 0.08403], [1.81962, 1.53253, 0.94364]]}

=====

D:
{"formula": "C3H5NO2", "method": "wB97M-V/def2-TZVPD", "multiplicity": 1, "homo_lumo_gap_ev": 10.588, "symbols": ["H", "N", "C", "O", "C", "C", "O", "H", "H", "H", "H"], "xyz": [[-1.95872, -0.33261, 1.66399], [-1.15988, -0.28943, 1.03791], [-0.97863, 0.89639, 0.64357], [-0.01072, 1.25239, -0.21197], [1.00189, 0.28665, -0.49204], [0.55801, -1.15058, -0.72711], [1.29272, -2.06494, -0.44513], [-1.56460, 1.77474, 0.92064], [1.75695, 0.28404, 0.30037], [1.45791, 0.64147, -1.42210], [-0.39494, -1.29812, -1.26813]]}

=====

Of them, the most stable is D and the least stable is B.

=====

A:
{"formula": "C3H5NO2", "method": "wB97M-V/def2-TZVPD", "multiplicity": 1, "homo_lumo_gap_ev": 11.018, "symbols": ["O", "C", "C", "N", "C", "O", "H", "H", "H", "H", "H"], "xyz": [[2.08268, -0.65916, -0.81160], [1.76768, -0.10116, 0.21302], [0.33441, 0.11596, 0.62597], [-0.55493, -0.39162, -0.38213], [-1.78343, 0.15756, -0.56577], [-2.27020, 0.99957, 0.16255], [2.53032, 0.27360, 0.92352], [0.18144, -0.36824, 1.60311], [0.14861, 1.18594, 0.78841], [-0.13320, -0.95939, -1.10613], [-2.30338, -0.25304, -1.45094]]}

=====

B:
{"formula": "C3H5NO2", "method": "wB97M-V/def2-TZVPD", "multiplicity": 1, "homo_lumo_gap_ev": 10.334, "symbols": ["N", "C", "O", "H", "C", "C", "O", "H", "H", "H", "H"], "xyz": [[2.29945, 0.33129, 0.35384], [1.63605, 1.06062, -0.35577], [0.86517, 1.67470, -0.98662], [3.28516, 0.41331, 0.52544], [-1.67272, -0.15719, 0.26952], [-0.48020, -0.96248, -0.17906], [-0.42402, -1.55344, -1.23193], [-2.58934, -0.65189, -0.05739], [-1.67313, -0.02203, 1.35509], [-1.63478, 0.83412, -0.19944], [0.38837, -0.96702, 0.50633]]}

=====

C:
{"formula": "C3H5NO2", "method": "wB97M-V/def2-TZVPD", "multiplicity": 1, "homo_lumo_gap_ev": 12.028, "symbols": ["C", "O", "C", "O", "H", "H", "H", "H", "C", "N", "H"], "xyz": [[0.43260, 0.65663, 1.32761], [-0.74016, -0.04386, 0.90954], [-1.23692, 0.22710, -0.35644], [-0.86103, 1.09840, -1.08713], [0.76618, 1.32541, 0.54154], [0.18906, 1.24117, 2.23585], [1.20020, -0.09536, 1.55700], [-2.19599, -0.32032, -0.45535], [0.67283, -1.34815, -1.55685], [1.07637, -1.69030, -0.53573], [0.69685, -1.05071, -2.58004]]}

=====

D:
{"formula": "C3H5NO2", "method": "wB97M-V/def2-TZVPD", "multiplicity": 1, "homo_lumo_gap_ev": 9.041, "symbols": ["N", "C", "C", "O", "C", "O", "H", "H", "H", "H", "H"], "xyz": [[1.38815, -1.04814, 1.30179], [0.47422, -0.50778, 0.69957], [-0.44075, 0.39100, 0.27905], [-1.06552, 1.22659, 1.15642], [-0.30663, 0.50367, -1.22791], [0.11463, -0.85573, -1.37800], [1.51560, -2.04503, 1.42062], [-0.36095, 1.54185, 1.73615], [-1.21163, 0.66447, -1.82269], [0.45716, 1.23950, -1.51882], [-0.56429, -1.11040, -0.64618]]}

=====

Of them, the most stable is A and the least stable is D.

=====

A:
{"formula": "C3H5NO2", "method": "wB97M-V/def2-TZVPD", "multiplicity": 1, "homo_lumo_gap_ev": 9.997, "symbols": ["O", "C", "N", "C", "C", "O", "H", "H", "H", "H", "H"], "xyz": [[-0.80571, 1.85425, 0.14504], [-0.47261, 0.54658, 0.22058], [0.04365, -0.04193, 1.42524], [0.77312, -0.21325, 0.11687], [-0.06529, -1.20560, -0.66353], [-1.25000, -0.38346, -0.49104], [0.51584, 0.72383, 1.91007], [-0.55555, 2.13072, -0.74614], [1.81902, 0.04924, 0.00663], [-0.18619, -2.18121, -0.19551], [0.18372, -1.27918, -1.72819]]}

=====

B:
{"formula": "C3H5NO2", "method": "wB97M-V/def2-TZVPD", "multiplicity": 1, "homo_lumo_gap_ev": 9.440, "symbols": ["O", "C", "O", "C", "C", "N", "H", "H", "H", "H", "H"], "xyz": [[-1.87156, 1.22566, 0.22461], [-0.76963, 1.47564, -0.04830], [0.17337, 2.18029, -0.21863], [-0.78773, -0.96954, 0.22843], [0.28194, -0.57576, -0.46864], [1.57002, -0.40283, 0.05539], [-1.69777, -1.33347, -0.25747], [-0.80311, -1.01875, 1.31894], [0.26248, -0.66501, -1.55161], [1.55252, -0.28556, 1.05825], [2.08946, 0.36932, -0.34095]]}

=====

C:
{"formula": "C3H5NO2", "method": "wB97M-V/def2-TZVPD", "multiplicity": 1, "homo_lumo_gap_ev": 10.077, "symbols": ["C", "C", "O", "C", "O", "N", "H", "H", "H", "H", "H"], "xyz": [[-1.93598, 0.38202, 0.12393], [-0.82218, -0.52078, -0.33539], [-0.95596, -1.58163, -0.86973], [1.46735, -0.77583, 0.10313], [0.40511, 0.07221, -0.10559], [2.53658, 0.00662, 0.12635], [-2.83720, -0.21573, 0.26867], [-1.66140, 0.89626, 1.04719], [-2.13781, 1.14129, -0.63937], [3.43094, -0.41437, 0.32250], [2.51054, 1.00993, -0.04169]]}

=====

Of them, the most stable is B and the least stable is A.